146
Properties=species:S:1:pos:R:3:forces:R:3 method="wB97M-V/def2-TZVPD" molar_mass_g_mol=742.24 total_charge=+1 spin_multiplicity=2 homo_ha="-0.3317 / -0.3317" s_squared=0.754 max_force_ev_per_a=6.592
N -3.26549 7.81669 0.83213 -5.75 0.46 3.19
H 2.75144 -4.06673 2.99012 0.31 0.23 0.16
C -0.24959 1.04370 0.80674 -0.53 1.69 -0.23
H -2.63699 -3.01859 -1.74172 0.06 0.30 0.26
H -3.04255 2.43983 -0.68068 0.77 -0.19 0.18
O -2.27446 3.72193 1.97189 -0.75 0.19 -0.08
H 6.71189 -3.65298 1.22954 -0.21 -0.22 0.19
H 1.65236 -0.92181 6.46345 -0.16 -0.14 0.46
C 5.25754 -2.44974 0.20637 1.76 0.62 0.41
H 0.47199 1.18428 -6.62023 0.14 -0.22 0.00
H -4.19834 0.11554 -3.70224 0.02 0.15 -0.29
C 2.26561 -1.75362 -6.73408 -0.57 0.66 1.36
H -3.96389 0.73958 4.80313 0.00 0.08 -0.08
C 2.07623 -3.56187 2.29924 0.89 0.01 -0.09
H -0.71069 6.39260 -0.33508 0.71 0.08 0.66
H -0.09816 3.69624 -0.77461 0.10 0.69 0.05
H -0.53782 -3.07244 3.54410 0.43 0.13 -0.37
H 6.23879 1.46264 0.30953 -0.07 0.13 -0.12
H -3.22956 1.59779 -4.19726 0.40 -0.54 0.00
H 5.24328 -3.33022 -3.72728 -0.06 0.51 -0.03
H 3.23866 -1.53920 -7.17601 0.45 -0.02 0.65
C -4.33802 -1.92772 1.88322 0.05 0.26 -0.36
H -3.69436 7.00622 1.25557 0.01 0.37 0.00
H -1.03137 6.33143 1.51757 0.30 0.59 -0.20
H -3.80624 8.66362 0.73017 -0.11 -0.21 -0.07
H 1.20839 -0.51233 -9.05051 0.46 0.30 -0.25
H 3.40858 -2.29992 4.53511 -0.33 -0.27 -0.92
H 3.34348 -1.01745 6.75117 0.44 -0.19 -0.57
H -0.31271 -2.00857 6.37778 0.08 -0.32 0.10
H 0.29158 -1.12030 -0.37233 -0.11 0.20 0.16
H 3.54195 0.62572 -6.33244 0.05 -0.02 -0.07
C -8.11560 0.11823 2.87365 -0.42 -0.73 0.83
H -1.58512 -6.16272 -0.72266 0.28 0.13 -0.18
H 2.60105 -3.47658 1.34772 -0.03 -0.24 -0.16
H 2.00885 2.41919 -5.93598 0.30 0.73 0.61
H 0.26797 0.96723 -8.99810 0.10 0.06 0.02
H -4.43490 -2.68358 2.66257 -0.52 0.37 0.34
H 6.77226 -2.04647 1.81018 -0.14 0.43 -0.49
C 5.84461 -3.07005 -2.85618 1.02 0.60 1.33
H -1.48984 -2.03048 -0.89033 0.02 -0.31 0.13
C 0.99867 -0.34145 -0.65785 -0.50 -0.02 -0.43
C 6.70724 -0.50697 -0.26021 0.98 0.39 -0.82
C 0.77097 0.23567 -7.06616 -1.47 -0.04 0.24
H 1.21770 -2.96832 -5.22758 -0.24 0.36 -0.23
H 2.02311 1.72724 -1.26659 0.99 0.10 0.43
H 4.89649 0.57056 -0.42072 -0.38 0.11 0.38
H 0.89613 -1.81166 2.11692 -0.22 0.08 -0.19
C -4.05367 1.66349 -2.17820 -2.36 0.98 -0.35
H 4.84580 -3.33274 -0.28238 0.20 -0.12 0.13
O -0.12800 -3.95221 -0.25557 2.21 -0.37 1.58
N 0.32090 0.98971 -0.55135 0.78 -0.02 1.73
C 0.83482 3.41027 -1.26028 -0.72 -1.27 1.10
C 2.23165 -2.68022 -5.50509 -0.12 -0.64 -0.66
C -1.39658 6.50243 0.50491 -0.23 -1.97 -1.31
C 2.43126 -2.17577 5.00151 0.30 -0.14 1.61
H -0.08322 -0.43583 -6.97931 -0.41 0.03 -0.48
C 6.06900 -2.80561 1.46779 -0.13 -0.12 0.14
H 6.90396 -2.95158 -3.08387 -0.03 -0.34 -0.59
H 5.47626 0.29141 1.31189 -0.65 -0.12 -0.14
C -2.19061 7.70526 0.18730 4.49 -0.70 -0.80
C 2.60866 -1.00004 5.94628 -2.17 0.92 0.28
H 0.54715 3.16283 -2.28210 0.20 -0.09 -0.10
C 5.54066 -1.76536 -2.03648 0.24 -0.44 -1.12
C -2.06658 3.96893 3.14910 2.19 -2.24 -0.51
N -2.90676 1.88806 -1.51566 -0.12 -0.65 -1.10
H -0.60185 2.06551 0.94786 -0.04 0.28 -0.16
H -4.06206 -2.52172 1.01195 -0.06 0.25 -0.46
C -1.15577 -4.05325 -0.85730 0.40 -0.27 -0.08
H 0.49994 0.94180 1.59156 0.54 -0.35 0.02
C -1.38665 0.17279 1.13434 -0.90 -1.80 0.64
H 4.45654 -1.66258 -1.98931 -0.37 0.24 0.42
H 0.51584 -3.89026 4.69599 -0.17 -0.39 0.03
C -5.51019 -0.92456 1.68297 0.66 -1.31 0.42
C 0.09753 -2.92313 4.41711 0.94 0.17 0.61
H -5.29336 -0.34766 0.78393 0.09 0.57 0.14
N 1.74071 -0.41820 -6.23783 1.74 0.12 -3.41
H -7.97839 1.15749 2.57494 -0.22 -0.22 -0.37
H -5.57888 1.46591 5.00179 0.08 -0.21 0.07
H -2.20366 0.08120 0.41865 0.10 0.43 -0.26
H -5.75266 1.89317 2.54398 0.10 0.47 -0.14
H -3.23947 5.55577 3.23805 0.13 0.22 0.40
H -8.89112 0.04901 3.63645 -0.31 0.45 0.02
H 2.55180 -0.55693 -2.16784 0.20 -0.04 0.09
O -5.13536 1.97230 -1.67279 0.79 -0.48 -0.12
H 1.82562 2.30143 0.42496 -0.21 -0.16 0.14
H 2.00754 1.11244 -8.64905 0.05 -0.29 -0.23
H 2.67261 -2.25695 -4.60259 0.39 -0.12 -0.28
H -2.07142 5.66307 0.33710 -0.16 -0.38 0.20
H 1.10419 1.70140 -4.60795 0.07 -0.55 -0.05
H -1.48397 2.10451 4.24642 -0.24 0.25 0.10
C 1.32447 2.11396 -0.52467 0.06 -0.50 -3.35
H -1.06324 -0.84737 1.34118 0.08 -0.28 -0.08
N 1.26283 -2.02855 4.12376 0.29 0.24 -0.11
H -4.30790 2.49117 4.48821 0.40 0.01 0.05
C -1.05496 3.05923 3.94216 -1.02 1.67 -0.04
O -1.78106 8.54425 -0.55974 0.77 1.79 -1.76
H -1.39607 -1.58305 5.09880 -0.32 -0.03 0.11
H -6.89137 -0.00058 4.56163 0.35 0.07 0.15
N -2.56065 5.04017 3.77977 -0.48 0.36 0.06
H -0.15440 2.84511 3.36661 -0.19 0.28 -0.15
H 2.53156 -0.06054 5.39901 0.92 0.15 -0.16
C -6.87520 -0.45173 3.56951 -1.69 1.65 0.98
H 1.27166 -4.28608 2.17162 -0.42 0.57 -0.10
H 5.49086 -2.97662 2.37586 -0.36 -0.49 -0.26
H 2.67437 -3.62908 -5.80802 0.44 0.09 0.34
H -2.27629 5.34035 4.70126 -0.23 -0.16 -0.27
H -7.15225 -1.48247 3.79066 0.99 -0.50 -0.35
C 2.09234 1.77261 -5.06245 0.96 -1.13 -0.84
H 1.24775 -1.67306 -2.45548 -0.28 -0.08 0.38
H -0.90162 -5.45837 -2.26231 -0.13 -0.65 -0.05
H -0.82780 3.71182 4.78515 0.54 -0.73 0.49
C 1.13513 0.46369 -8.57080 -0.37 -0.50 1.00
C 1.47268 -0.67757 -2.07269 0.60 0.76 -0.36
H -3.49523 -1.28813 2.14538 0.27 -0.25 0.04
H 1.73742 -2.14996 -7.60128 -0.78 0.22 0.43
C 2.73159 0.44457 -5.62632 -1.84 0.14 2.39
H 1.06115 0.06361 -2.75782 -0.33 -0.01 -0.17
H 1.59379 4.19252 -1.27182 -0.19 0.01 0.21
H 2.33093 -3.03629 5.66297 -0.15 -0.47 -0.13
C -4.66944 1.46659 4.40094 -0.40 0.75 -0.85
H -6.44442 -1.43009 1.43853 -0.04 -0.17 0.13
H -1.51731 -3.21865 5.83280 -0.03 0.12 0.01
N -5.65116 -0.17236 2.92790 1.45 -1.01 -1.67
H 5.91274 -0.90509 -2.59289 0.01 0.06 -0.19
H -4.15187 1.15209 2.28882 -0.09 -0.07 -0.02
H -4.92120 1.74820 -4.08208 -0.26 -0.54 0.12
H -8.47774 -0.59157 2.12992 0.19 0.59 -0.68
H 5.82800 -3.92669 -2.18239 -0.25 -0.03 0.07
H 2.49959 -1.40396 2.52893 0.38 -0.19 0.34
H -2.62229 -5.24463 -1.84182 0.01 -0.25 -0.12
H 2.77917 2.05279 -4.26379 -0.02 0.76 -0.37
H 3.06627 -0.14672 -4.77399 0.69 0.08 -0.05
C -1.61262 -5.34585 -1.44382 -0.62 0.30 -0.22
C -4.08434 1.19837 -3.65144 0.48 0.80 0.84
H 7.18734 0.02051 -1.08445 0.10 -0.42 -0.52
C -5.03749 1.16371 2.92415 -0.83 -1.03 1.76
H 1.81392 -0.43657 0.05938 0.25 0.13 0.14
H 4.40836 -1.78909 0.38109 -0.18 0.20 0.34
C 5.73403 0.49725 0.27300 0.00 0.34 0.53
H -1.82750 0.47385 2.08467 -0.06 0.26 0.00
C -0.84221 -2.42228 5.51954 0.56 0.57 -0.41
C 1.72236 -2.13557 2.74980 -1.53 -0.75 -0.61
H -2.05876 1.60940 -1.98825 0.35 0.50 0.90
N 6.20988 -1.78645 -0.74228 -1.40 -0.91 0.09
N -1.81562 -2.94820 -1.15820 -2.30 1.24 -1.33
H 7.54829 -0.62198 0.42353 -0.18 -0.41 0.25